(1)
Molecular formula: C4H8O
Method: DFT, the ωB97M-V functional and the def2-TZVPD basis

Calculated values
- Max |F|: 0.005 hartree/bohr
- E_LUMO: 1.02 eV
- SMILES: CC1(C)CO1
- HOMO level: -10.176 eV
- Gap between HOMO and LUMO: 11.20 eV

Geometry as XYZ:
```
13
Properties=species:S:1:pos:R:3:forces:R:3
C 0.634232 1.299752 0.112277 0.1 0.0 -0.1
C -0.116459 -0.009785 0.113188 0.0 0.1 -0.2
C 0.722525 -1.263269 0.114828 0.1 0.1 0.0
C -1.487465 -0.045270 -0.413572 0.1 -0.1 -0.1
O -1.243457 -0.032591 0.991583 0.0 0.0 0.1
H 1.281936 1.384821 -0.768769 -0.2 0.0 0.1
H 1.278613 1.374775 0.991419 -0.1 0.0 0.0
H -0.073049 2.130819 0.126466 0.1 0.0 0.0
H 1.354002 -1.280867 1.011893 -0.1 -0.1 -0.2
H 0.085478 -2.149375 0.112661 0.1 0.1 0.0
H 1.375838 -1.290852 -0.767625 -0.1 0.0 0.2
H -1.887928 -0.981249 -0.800456 0.0 0.1 0.0
H -1.924270 0.863091 -0.823893 0.0 -0.1 0.1
```
Positions in Å, forces in eV/Å.



(2)
Molecular formula: C20H28N2O5
Method: DFT, the ωB97M-V functional and the def2-TZVPD basis

Calculated values
- Max |F|: 0.012 hartree/bohr
- E_LUMO: 0.81 eV
- SMILES: CC(C)[C@H](NC(=O)OCc1ccccc1)C(=O)OCC(=O)N1CCCCC1
- HOMO level: -9.065 eV
- Gap between HOMO and LUMO: 9.87 eV

Geometry as XYZ:
```
55
Properties=species:S:1:pos:R:3:forces:R:3
C -3.061498 -3.508092 0.937977 0.2 -0.1 -0.2
C -2.423594 -3.288618 -0.433159 -0.2 0.1 0.0
C -3.490711 -3.276881 -1.523814 0.2 0.0 0.1
C -1.609824 -1.980995 -0.467435 0.3 0.1 -0.2
N -0.343584 -2.146415 0.212764 0.0 -0.3 0.0
C 0.513770 -1.088378 0.279467 0.1 -0.5 0.1
O 0.484571 -0.144098 -0.472756 0.0 0.3 -0.2
O 1.400438 -1.268405 1.267079 -0.2 -0.2 0.1
C 2.352825 -0.219097 1.486298 0.2 0.4 0.0
C 3.614255 -0.444923 0.696069 -0.2 -0.1 0.1
C 3.678152 -0.081627 -0.643708 0.0 0.1 0.0
C 4.828656 -0.314459 -1.376214 0.0 0.0 -0.1
C 5.925909 -0.910151 -0.777694 0.1 0.0 0.0
C 5.867305 -1.277858 0.555760 0.1 -0.1 0.0
C 4.715676 -1.049157 1.288134 -0.1 0.1 0.0
C -2.407494 -0.811331 0.117129 -0.1 -0.1 -0.5
O -3.368360 -0.311302 -0.410515 0.0 -0.1 0.0
O -1.896250 -0.428320 1.279878 0.2 0.0 0.4
C -2.367001 0.762993 1.903054 -0.2 0.4 0.2
C -1.265146 1.835541 1.790559 -0.5 -0.4 0.2
O -0.438571 1.916351 2.682855 0.2 -0.2 0.3
N -1.258276 2.640182 0.717817 0.1 0.4 -0.1
C -2.134980 2.621311 -0.433101 -0.3 -0.3 -0.4
C -1.338211 2.301319 -1.699554 -0.1 0.2 0.0
C -0.220461 3.320797 -1.888748 0.1 -0.3 0.0
C 0.660089 3.311472 -0.643852 -0.2 0.2 0.0
C -0.188467 3.615407 0.588072 0.5 0.0 0.2
H -2.329657 -3.423751 1.738651 0.0 0.0 0.2
H -3.845961 -2.774409 1.111002 -0.1 0.1 0.1
H -3.506556 -4.499052 0.987789 -0.1 -0.1 0.0
H -1.717620 -4.102499 -0.632592 0.0 0.1 0.0
H -4.139823 -2.413604 -1.404374 -0.1 0.1 0.0
H -4.094708 -4.178959 -1.466148 -0.1 -0.1 0.0
H -3.033389 -3.230118 -2.508911 0.0 0.0 -0.1
H -1.396384 -1.712678 -1.509903 -0.1 0.0 0.2
H -0.331193 -2.755834 1.016937 0.0 0.1 0.0
H 1.888450 0.735707 1.220321 0.1 -0.1 0.1
H 2.551000 -0.241062 2.559653 0.0 0.0 -0.1
H 2.819202 0.375693 -1.111402 -0.1 0.1 0.0
H 4.869344 -0.028162 -2.416965 0.0 0.0 -0.1
H 6.824788 -1.089050 -1.349433 0.1 0.0 0.0
H 6.720126 -1.745209 1.026271 0.1 0.0 0.0
H 4.670400 -1.338404 2.328151 0.0 0.0 0.1
H -3.327289 1.063258 1.478306 0.1 -0.1 0.1
H -2.477790 0.529706 2.965105 0.1 0.1 -0.2
H -2.932023 1.890788 -0.319718 0.0 0.1 0.1
H -2.588270 3.617252 -0.525453 0.0 -0.1 0.0
H -2.015268 2.296811 -2.554507 0.0 0.0 0.0
H -0.898569 1.308585 -1.596482 -0.1 0.0 0.0
H 0.370458 3.068897 -2.770217 0.0 0.1 -0.1
H -0.644602 4.317703 -2.037715 0.0 0.1 -0.1
H 1.462387 4.046375 -0.723499 0.0 0.0 0.0
H 1.101402 2.320283 -0.534118 0.1 0.0 0.1
H 0.410461 3.575128 1.499000 -0.1 0.1 -0.1
H -0.638138 4.611314 0.497910 0.0 0.0 0.0
```
Positions in Å, forces in eV/Å.



(3)
Molecular formula: C14H15N6O5STa
Method: DFT, the ωB97M-V functional and the def2-TZVPD basis

Calculated values
- Max |F|: 0.063 hartree/bohr
- E_LUMO: -7.86 eV
- HOMO level: -14.224 eV
- Gap between HOMO and LUMO: 6.37 eV
- Charge: +2

Geometry as XYZ:
```
42
Properties=species:S:1:pos:R:3:forces:R:3
Ta 0.811113 -0.476411 1.501978 -0.5 0.8 0.2
N -1.220299 -1.258957 0.909980 -0.6 1.7 0.6
C -1.746446 -2.357194 1.725738 -0.5 -1.5 -0.8
C -1.114300 -2.407053 3.062384 1.9 2.5 -0.7
O -1.599831 -2.863617 4.021866 -0.5 -1.0 1.6
N 0.135748 -1.667626 3.043243 -1.1 -0.6 0.0
C 0.628615 -1.207774 4.363277 1.3 -0.3 0.1
C 1.423538 -0.063582 3.692209 -1.5 -1.7 -0.7
O 0.720823 0.846587 3.178221 0.2 1.0 0.1
O 2.314664 -0.536547 2.878435 1.4 0.5 0.4
H -1.790581 -0.375774 1.059943 0.5 -1.2 -0.2
H -1.233962 -1.409148 -0.096009 -0.2 -0.3 0.1
H -1.426421 -3.303668 1.249886 -0.6 0.3 0.0
H -2.831347 -2.341454 1.924511 0.4 0.0 -0.6
H 1.301700 -1.915752 4.838794 0.0 -0.1 -0.1
H -0.135128 -0.920519 5.067321 -0.4 0.3 -0.1
N -4.043189 2.873983 -3.739836 -1.3 -0.6 -1.1
C -3.002682 2.515567 -3.012246 1.0 -0.7 0.3
C -2.569178 1.145086 -2.883798 -0.4 0.0 -0.2
C -1.414802 0.825377 -2.234439 -0.2 0.3 0.2
C -0.702178 1.838953 -1.602981 -0.1 0.6 -0.3
C -1.121607 3.225927 -1.690556 0.7 -1.7 0.7
C -2.245155 3.536226 -2.365458 -0.7 0.3 -0.1
S 0.591516 1.274935 -0.705765 1.1 0.8 -0.1
O 0.234628 1.322369 0.804691 -0.5 -0.2 0.5
O 1.833690 1.945526 -0.869614 0.2 0.2 -0.3
N 0.725805 -0.361642 -0.765957 -0.2 0.1 0.7
C 2.047456 -0.825429 -0.877024 -0.3 -0.2 -1.2
N 2.670172 -0.975517 -2.027614 0.8 0.2 1.1
C 3.959872 -1.356806 -1.881155 -1.3 0.0 1.2
C 4.509001 -1.668623 -0.600743 0.4 0.0 -0.8
C 3.772486 -1.522433 0.547668 -0.1 0.1 -0.4
N 2.492273 -1.105425 0.353301 0.4 -0.1 0.7
H -4.490126 2.146352 -4.332876 0.2 1.2 0.7
H -4.334291 3.857382 -3.818060 0.2 -1.0 -0.1
H -3.096585 0.270273 -3.241572 -0.5 0.5 -0.6
H -0.999673 -0.182776 -2.173244 -0.6 0.2 -0.3
H -0.589643 3.977345 -1.157636 0.5 0.5 0.2
H -2.633419 4.573233 -2.380238 0.5 -0.7 -0.1
H 4.486813 -1.396771 -2.813076 0.6 -0.3 -0.1
H 5.522441 -2.018553 -0.534152 0.3 0.0 0.0
H 4.158488 -1.656070 1.580606 -0.5 0.0 -0.9
```
Positions in Å, forces in eV/Å.



(4)
Molecular formula: C48H60F6O9S3
Method: DFT, the ωB97M-V functional and the def2-TZVPD basis

Calculated values
- Max |F|: 0.038 hartree/bohr
- E_LUMO: 0.34 eV
- HOMO level: -8.442 eV
- Gap between HOMO and LUMO: 8.78 eV

Geometry as XYZ:
```
126
Properties=species:S:1:pos:R:3:forces:R:3
F -1.830976 4.359300 1.694697 0.2 0.4 0.1
C -1.265885 4.469586 2.926766 -0.4 -0.8 -0.4
C -0.094406 3.775921 3.153945 0.4 0.2 0.4
C 0.406815 3.784320 4.448350 -0.1 0.7 -0.1
C -0.242356 4.507443 5.446846 0.2 -0.8 0.5
C -1.463627 5.115362 5.208259 0.3 0.5 -0.4
C -1.962289 5.130125 3.914284 -0.1 0.1 0.0
H 0.479239 3.342918 2.349249 -0.3 -0.2 -0.1
H 1.356173 3.320115 4.678058 0.0 -0.1 -0.1
H 0.233436 4.478711 6.419792 -0.3 0.2 0.1
H -2.044230 5.642205 5.953037 0.3 -0.1 0.3
H -2.876999 5.663323 3.694733 -0.1 -0.2 -0.2
F -3.853267 1.911830 -0.388053 0.0 -0.1 0.1
C -5.181119 1.700278 -0.437984 -1.1 0.2 0.4
C -5.699382 0.634077 -1.120794 0.4 -1.4 -1.3
C -7.068994 0.412531 -1.239675 -0.1 1.1 0.9
C -7.915235 1.290325 -0.571229 -0.3 0.2 -0.7
C -7.419092 2.376354 0.151013 -0.3 -1.5 -0.3
C -6.047889 2.547231 0.233667 0.3 1.0 0.9
H -5.049330 -0.074226 -1.630882 0.2 0.3 0.1
H -7.488619 -0.387889 -1.827886 0.2 -0.2 0.0
H -8.990553 1.205713 -0.694066 0.1 -0.2 0.2
H -8.199429 2.913390 0.671571 0.6 0.7 0.2
H -5.647686 3.318797 0.888140 0.1 0.0 -0.3
F -0.135020 1.104496 -6.905160 -0.1 0.0 -0.2
C -0.288657 -0.202250 -6.602492 0.2 -0.1 0.1
C -0.074193 -0.575303 -5.289982 0.3 0.6 -0.3
C -0.140188 -1.905473 -4.944487 -0.6 -0.1 0.0
C -0.459725 -2.849957 -5.915876 -0.1 -0.7 0.0
C -0.698896 -2.460250 -7.219988 0.0 0.6 -0.2
C -0.606574 -1.121090 -7.576164 0.2 0.0 -0.4
H 0.215488 0.202492 -4.596922 -0.2 -0.1 0.3
H -0.056246 -2.136896 -3.891605 0.3 -0.4 0.0
H -0.537642 -3.907146 -5.690115 0.0 0.1 0.2
H -0.975628 -3.130902 -8.022204 0.1 -0.4 0.3
H -0.700227 -0.861183 -8.622865 -0.2 0.3 0.1
F 1.461608 -6.685125 -2.718952 0.7 0.3 0.5
C 0.236448 -6.669771 -3.229702 -0.7 -0.2 -1.1
C -0.520364 -5.516249 -3.242039 0.6 0.5 0.7
C -1.799799 -5.508894 -3.776137 1.1 -0.1 -0.4
C -2.266255 -6.663867 -4.389086 -1.1 0.4 0.6
C -1.521580 -7.828947 -4.349748 0.5 0.1 -0.3
C -0.230037 -7.812874 -3.837284 -0.6 -0.7 0.6
H -0.074946 -4.633734 -2.788403 -0.2 0.0 -0.1
H -2.321477 -4.563463 -3.807835 -0.3 -0.1 0.1
H -3.291021 -6.614932 -4.738073 0.1 -0.4 -0.3
H -1.875485 -8.777678 -4.729517 -0.3 0.2 -0.1
H 0.296685 -8.754986 -3.743401 0.3 0.2 -0.2
F 2.992036 -3.947319 3.322040 -0.1 0.1 0.2
C 3.326870 -4.547020 2.172037 0.7 -0.1 -0.8
C 2.590020 -4.284661 1.027075 -0.6 0.2 1.0
C 2.886451 -4.950086 -0.146866 0.5 0.6 0.2
C 4.041349 -5.726954 -0.215313 -0.4 -0.5 -0.3
C 4.820623 -5.931786 0.915691 0.5 1.3 0.2
C 4.477874 -5.310841 2.117617 -0.5 -0.4 0.2
H 1.786182 -3.564309 1.171046 -0.2 -0.3 -0.4
H 2.295184 -4.731488 -1.024070 0.0 -0.2 -0.1
H 4.282313 -6.182777 -1.169415 0.2 0.0 0.1
H 5.848049 -6.278236 0.868905 -0.3 -0.7 -0.2
H 5.062358 -5.449309 3.019358 0.1 0.1 -0.1
F 3.748074 1.714596 -3.672631 -0.1 -0.1 0.0
C 4.164247 0.540079 -3.150463 0.0 -0.7 0.0
C 5.432393 0.457852 -2.623447 0.2 0.3 0.8
C 5.870883 -0.750864 -2.086387 -0.9 0.5 0.2
C 5.003303 -1.841663 -2.055293 1.0 0.4 0.4
C 3.721110 -1.743429 -2.580113 0.6 -0.4 0.7
C 3.297470 -0.546775 -3.123878 -0.3 0.5 -0.8
H 5.973185 1.370698 -2.397691 0.2 0.0 -0.6
H 6.793364 -0.743498 -1.522392 0.1 -0.3 -0.2
H 5.379044 -2.692960 -1.496735 -0.5 -0.3 -0.3
H 3.099885 -2.617459 -2.424488 -0.4 0.2 -0.4
H 2.322301 -0.424740 -3.583827 0.0 -0.1 0.2
C -0.834328 0.359604 0.443178 0.2 0.2 -0.3
S 0.364191 -0.967421 0.544301 -0.5 -0.6 0.1
O -0.214236 -2.033784 1.410365 0.2 -0.1 0.3
C 0.146595 -1.555431 -1.139920 -0.6 0.8 -0.6
H -0.892129 0.885828 1.392925 0.3 0.0 0.1
H -1.833473 0.005359 0.192993 0.1 -0.2 -0.1
H -0.425559 0.994123 -0.347460 -0.4 0.3 0.1
H 0.385328 -0.705371 -1.788853 0.3 -0.2 -0.1
H -0.908811 -1.767131 -1.333818 0.0 -0.1 0.3
H 0.727634 -2.443217 -1.370805 0.3 0.1 0.3
C -3.008561 0.869585 4.052912 0.5 -0.1 0.4
S -3.986380 0.974901 5.572586 -0.8 0.2 -0.6
O -3.525624 -0.101312 6.477663 0.4 0.2 0.2
C -3.322047 2.564452 6.105979 0.5 -0.2 0.9
H -2.013957 1.267858 4.261431 0.0 0.0 -0.1
H -3.486002 1.405007 3.234812 -0.1 0.0 0.0
H -2.883542 -0.192642 3.843854 -0.3 0.0 -0.1
H -3.772335 3.406617 5.588564 0.0 -0.1 -0.3
H -2.237277 2.557005 6.023094 0.1 0.1 -0.3
H -3.506159 2.672408 7.178013 -0.4 -0.1 -0.1
C 0.842371 3.539191 -4.068294 0.9 0.8 -0.4
S -0.517743 2.671612 -3.280199 -0.2 0.3 0.1
O 0.015926 1.514207 -2.501720 0.4 -0.2 -0.1
C -0.912961 3.890152 -2.017359 -1.2 0.0 -0.4
H 1.606092 2.869766 -4.466892 -0.4 -0.4 0.1
H 1.390164 4.246963 -3.437522 -0.3 -0.2 0.4
H 0.480729 4.125446 -4.917014 -0.3 -0.2 0.1
H -0.042649 4.164793 -1.437574 0.0 0.0 0.1
H -1.705993 3.432908 -1.419101 0.4 -0.3 0.3
H -1.459800 4.734700 -2.447110 0.6 0.2 -0.3
C 2.477441 2.006350 -0.559456 1.1 -0.1 -1.0
O 1.695498 2.960117 0.155575 -0.7 -0.9 0.8
C 2.128737 4.188869 0.033713 0.8 0.8 -0.1
O 3.079227 4.507526 -0.621983 0.5 0.6 -0.5
O 1.394752 5.041140 0.745580 -0.8 -0.5 -0.1
C 1.654887 6.411721 0.538723 -0.3 1.4 0.0
H 1.890378 1.136558 -0.813880 -0.4 0.1 0.1
H 3.388704 1.677983 -0.050753 -0.3 0.2 0.6
H 2.848427 2.501668 -1.458031 -0.3 -0.3 -0.1
H 2.614066 6.712313 0.954714 0.1 -0.1 -0.1
H 0.857512 6.984214 1.017464 0.1 -0.4 0.5
H 1.566182 6.773680 -0.490808 0.4 -0.8 -0.2
C 1.650696 -0.485480 4.073598 0.3 0.5 -0.2
O 0.700992 -0.310277 5.124539 -0.4 0.0 -0.3
C 1.241309 -0.048046 6.302812 0.2 -0.4 0.3
O 2.415384 -0.069090 6.562284 0.4 0.3 0.0
O 0.272730 0.192541 7.174488 -0.5 0.1 -0.4
C 0.674134 0.566688 8.471982 0.5 0.1 0.6
H 1.128471 -0.820900 3.187408 -0.3 -0.3 0.2
H 2.435380 -1.170153 4.376196 0.0 -0.1 -0.1
H 2.093435 0.485121 3.843270 0.2 0.0 0.1
H 1.293138 1.467099 8.481067 -0.2 0.1 -0.2
H 1.294313 -0.192087 8.951268 -0.2 -0.2 -0.1
H -0.250358 0.715413 9.016605 0.0 0.0 0.1
```
Positions in Å, forces in eV/Å.